Molecular formula: C8H13I2NO
Method: DFT, ωB97M-V/def2-TZVPD

XYZ file:
```
25
Properties=species:S:1:pos:R:3:forces:R:3:nbo_charge:R:1
C 0.115 -1.969 1.816 2.2392 -1.2833 1.1831 0.690
C -1.449 0.723 -1.779 0.5111 2.1870 -2.4533 -0.390
C -0.263 1.782 -1.798 0.6067 -0.3012 -2.8414 -0.386
C -1.796 0.337 -0.408 -0.6035 -0.2663 1.4017 -0.517
C 1.245 1.313 -1.994 -0.8189 0.6548 -0.3428 -0.578
C -0.900 -0.710 0.056 2.1648 2.0129 3.3704 0.241
C 1.642 0.695 -0.706 -0.0443 -1.6230 0.7594 -0.497
C 0.628 -2.005 3.283 0.5317 -0.7510 -0.9930 -0.739
N -0.648 -0.882 1.428 -0.6377 0.3070 -1.8234 -0.614
O 0.428 -2.862 1.055 -0.6724 0.8307 0.2176 -0.549
I 1.912 1.917 1.086 -0.1610 -0.4441 -0.9047 0.073
I 3.325 -0.669 -1.044 -0.4743 0.5357 0.3571 0.083
H -2.427 1.212 -2.191 2.0250 -0.8956 0.0344 0.219
H -1.048 -0.109 -2.391 -1.0121 0.0963 0.1700 0.219
H -0.377 2.495 -2.644 -0.5690 -0.1783 0.7191 0.212
H -0.355 2.248 -0.874 0.1442 1.5379 1.4876 0.198
H -1.919 1.212 0.279 0.4960 -0.5481 -0.3082 0.230
H -2.787 -0.092 -0.398 -0.7141 -0.3916 0.0000 0.247
H 1.282 0.564 -2.781 -0.3244 -0.6822 0.1727 0.231
H 1.976 2.035 -2.510 -1.1247 -0.0538 1.2543 0.206
H -0.259 -1.183 -0.650 0.1797 -1.1926 -0.1592 0.262
H -0.097 -1.639 3.973 -1.2315 -0.8729 0.7711 0.225
H 1.195 -2.961 3.465 -1.5343 0.6214 -0.0099 0.260
H 1.373 -1.309 3.587 1.1272 1.2206 -0.9693 0.251
H -0.797 -0.143 2.141 -0.1034 -0.5201 -1.0932 0.425
```
Forces are in eV/Å.

Its frontier orbital gap is 5.44 eV. The calculation puts the HOMO energy at -6.757 eV. Its energy relative to the best compared isomer or geometry (same formula, charge and spin) is 1.3320 eV. The net charge is 0.

=====

Molecular formula: C8H13IN3
Method: DFT, ωB97M-V/def2-TZVPD

XYZ file:
```
25
Properties=species:S:1:pos:R:3:forces:R:3:nbo_charge:R:1
C 0.047 -2.701 0.368 2.8728 -2.6616 -0.9208 -0.154
C 1.052 -2.125 -0.315 1.9534 -2.4170 0.5160 -0.262
C -0.585 -0.121 0.287 4.2408 2.3725 -2.8150 0.462
C -1.311 -2.282 0.654 -1.8929 -0.6143 -0.4081 -0.270
C 0.619 2.026 -0.205 -0.7809 -0.9363 -1.1530 -0.221
C 1.414 1.389 -1.377 1.3170 2.0418 0.5554 -0.239
C 0.968 -0.843 -0.930 -1.2309 2.7170 0.4905 0.069
C -1.589 1.991 0.987 -0.5347 -0.2837 -0.0957 -0.419
N -0.536 1.196 0.371 0.9816 0.3130 -0.7426 -0.401
N 1.983 0.113 -0.950 0.2649 -0.3542 -0.1347 -0.564
N -1.477 -0.862 0.800 -1.3356 -0.1976 0.7407 -0.564
I 3.711 0.232 0.272 -1.4779 -0.2780 -0.5642 0.377
H 0.284 -3.779 0.658 -0.5630 1.5935 -0.2043 0.248
H 2.089 -2.675 -0.508 -2.4108 0.9511 0.6268 0.259
H -2.017 -2.581 -0.147 0.4965 -0.2966 0.1637 0.233
H -1.636 -2.831 1.526 -0.2378 0.2340 0.4730 0.239
H 1.319 2.232 0.568 0.3245 0.4217 0.9200 0.216
H 0.170 2.929 -0.613 -0.0340 0.1809 0.3419 0.222
H 0.691 1.218 -2.156 -0.0113 -0.2497 -0.6776 0.216
H 2.240 2.181 -1.791 -1.9542 -2.0611 1.1853 0.252
H 0.531 -0.786 -1.960 -0.3263 -0.2805 1.1090 0.238
H -2.161 2.492 0.190 0.2191 0.0741 0.3811 0.222
H -2.285 1.295 1.486 0.3149 0.7728 0.1505 0.193
H -1.173 2.718 1.698 -0.2333 -0.2935 -0.2022 0.236
H -2.351 -0.429 1.087 0.0381 -0.7482 0.2641 0.410
```
Forces are in eV/Å.

Its frontier orbital gap is 8.22 eV. The calculation puts the HOMO energy at -12.183 eV. Its energy relative to the best compared isomer or geometry (same formula, charge and spin) is 2.8165 eV. The net charge is +1.

=====

Molecular formula: C8H13IO
Method: DFT, ωB97M-V/def2-TZVPD

XYZ file:
```
23
Properties=species:S:1:pos:R:3:forces:R:3:nbo_charge:R:1
C -2.163 2.132 -0.137 -1.5603 -3.5611 -3.7327 0.665
C -1.545 0.395 -0.677 -1.8892 2.9738 0.6686 -0.419
C 1.937 -2.879 -0.402 0.3012 -0.0899 1.7216 -0.614
C -1.096 2.591 0.691 2.0674 2.0798 0.2158 -0.569
C 1.127 -1.796 0.451 0.6259 -2.3302 -0.6323 -0.398
C 0.144 1.825 0.244 0.5350 -0.3267 1.5160 -0.398
C 0.690 -0.688 -0.412 -1.0257 2.2146 0.8521 -0.405
C -0.306 0.395 0.167 -1.6587 -1.8990 0.7578 -0.278
O -3.140 2.609 -0.629 0.7550 0.0170 0.9429 -0.497
I -3.017 -1.008 0.058 0.3502 0.2443 -0.5940 0.085
H 2.926 -2.490 -0.214 0.9958 -1.0289 -0.0246 0.206
H 1.866 -2.824 -1.475 -0.7543 0.1620 -0.4021 0.207
H 1.748 -3.985 -0.069 0.6333 2.2264 -0.4213 0.213
H -0.913 3.673 0.550 -0.4538 -0.3135 0.1941 0.251
H -1.306 2.425 1.729 -0.1869 -0.1987 0.6546 0.257
H 0.339 -2.435 0.771 -1.3260 0.3120 0.8030 0.209
H 1.699 -1.455 1.316 0.0614 -0.2197 -0.0494 0.197
H 0.860 1.767 1.059 0.4835 0.7511 0.0125 0.219
H 0.614 2.272 -0.614 0.0889 -0.0383 -0.6292 0.213
H 0.170 -1.147 -1.257 0.5737 0.4910 -0.3585 0.215
H 1.516 0.004 -0.608 0.4287 -0.8307 -1.0225 0.205
H -1.409 0.354 -1.800 -0.3163 -0.0363 1.3522 0.228
H -0.740 0.265 1.257 1.2713 -0.5989 -1.8246 0.208
```
Forces are in eV/Å.

Its frontier orbital gap is 8.97 eV. The calculation puts the HOMO energy at -8.532 eV. Its energy relative to the best compared isomer or geometry (same formula, charge and spin) is 1.2709 eV. The net charge is 0.

=====

Molecular formula: C8H13N
Method: DFT, ωB97M-V/def2-TZVPD

XYZ file:
```
22
Properties=species:S:1:pos:R:3:forces:R:3:nbo_charge:R:1
C 3.527 0.424 -0.625 -1.2999 0.3160 0.2333 -0.066
C 0.440 -2.710 0.094 0.1050 -0.0037 0.1465 -0.381
C -0.030 -1.553 0.551 0.1850 -0.1725 0.2494 -0.219
C 2.401 0.883 -0.219 1.0642 -0.7594 -0.6978 -0.058
C -1.273 1.097 1.513 0.0848 -0.1728 -0.0619 -0.651
C -2.368 1.214 -0.750 0.0734 -0.1629 -0.0675 -0.637
C -0.888 -0.688 -0.224 -0.2500 0.3438 -0.1419 -0.249
C -1.451 0.461 0.169 0.0307 -0.0154 -0.1458 0.052
N 3.251 0.251 0.824 0.3437 -0.1415 1.2236 -0.638
H 4.285 0.172 -1.320 0.3829 -0.0037 -0.3360 0.223
H 1.068 -3.346 0.696 0.0909 -0.0563 0.1278 0.198
H 0.207 -3.065 -0.895 -0.0858 -0.0205 -0.2571 0.189
H 0.223 -1.242 1.556 0.0686 -0.0242 0.0924 0.199
H 1.432 1.297 -0.317 -0.4732 0.3279 -0.0218 0.227
H -0.877 2.107 1.398 -0.0020 0.0684 0.0226 0.217
H -0.601 0.539 2.154 0.0587 -0.0148 0.1478 0.217
H -2.238 1.182 2.011 -0.0735 0.0538 0.0825 0.221
H -2.170 2.284 -0.704 -0.0178 0.1017 -0.0268 0.211
H -2.255 0.880 -1.780 -0.0549 0.0050 -0.0396 0.216
H -3.405 1.056 -0.451 -0.0908 0.0808 0.0170 0.219
H -1.099 -1.043 -1.226 -0.0596 0.0311 -0.1328 0.198
H 2.938 -0.708 1.036 -0.0805 0.2192 -0.4139 0.312
```
Forces are in eV/Å.

Its frontier orbital gap is 8.92 eV. The calculation puts the HOMO energy at -7.976 eV. Its energy relative to the best compared isomer or geometry (same formula, charge and spin) is 4.6761 eV. As for the structure (SMILES): C=CC=C(C)C.C1=CN1. The net charge is 0.

=====

Molecular formula: C8H13N2
Method: DFT, ωB97M-V/def2-TZVPD

XYZ file:
```
23
Properties=species:S:1:pos:R:3:forces:R:3:nbo_charge:R:1
C 1.190 1.140 -0.505 0.3757 -0.1174 0.7075 -0.139
C 0.501 -0.078 -0.964 -3.2984 0.1051 2.3583 0.276
C 2.592 -0.590 -0.402 -0.2217 0.4495 2.7640 -0.047
C 1.820 0.876 0.849 0.4827 -1.5156 -1.0806 -0.126
C 1.973 -0.666 0.813 1.8887 -0.8088 1.3355 -0.195
C -2.048 1.229 0.545 -1.1205 0.5768 3.6496 -0.625
C -1.412 -1.503 -0.917 -1.9549 -0.6916 -1.9084 -0.457
C -1.115 0.046 0.857 -0.4652 1.8661 3.4958 -0.255
N 2.617 0.841 -0.442 0.0788 1.8583 -0.0720 -0.316
N -0.636 -0.403 -0.372 2.2120 -2.5817 -2.5351 -0.287
H 0.775 2.095 -0.781 0.2235 0.3779 -0.1627 0.264
H 0.808 -0.684 -1.772 -0.1745 -0.0801 -1.2077 0.242
H 2.873 -1.210 -1.192 0.6858 -0.9934 -0.8660 0.233
H 1.951 1.540 1.710 0.1102 -0.0347 -0.7496 0.272
H 2.029 -1.434 1.649 -0.7272 0.9372 -1.3877 0.264
H -1.802 2.190 1.037 0.2538 -0.6719 0.1565 0.238
H -1.878 1.412 -0.434 -0.3480 0.7548 -3.2574 0.205
H -3.123 1.081 0.809 0.9043 -0.2171 -0.5615 0.248
H -1.221 -1.613 -1.975 0.5314 0.1054 -0.3527 0.227
H -1.427 -2.539 -0.551 0.9890 0.5711 0.9892 0.253
H -2.491 -1.272 -0.954 0.4268 0.4818 0.4727 0.244
H -1.638 -0.770 1.345 -0.2451 -0.1478 -0.2362 0.240
H -0.338 0.314 1.647 -0.6072 -0.2239 -1.5516 0.243
```
Forces are in eV/Å.

Its frontier orbital gap is 8.98 eV. The calculation puts the HOMO energy at -13.470 eV. Its energy relative to the best compared isomer or geometry (same formula, charge and spin) is 6.6424 eV. As for the structure (SMILES): CC/[N+](C)=C\[C@H]1[C@H]2C=CN21. The net charge is +1.

=====

Which of these has the highest HOMO?
C8H13I2NO

=====

Look up the frontier orbital gap of the fourth one.
8.92 eV

=====

Number 1 is which compound?
C8H13I2NO